A single C5H7N3O2 molecule. Source: the Open Molecules 2025 dataset; level of theory: ωB97M-V/def2-TZVPD.

E_HOMO (spin up / spin down), Ha: -0.321 / -0.321
DFT total energy, eV: -13857.77534
Kohn-Sham gap (spin up / spin down), eV: 7.93 / 7.93

Cartesian coordinates (Å):
C -1.7524 0.3135 0.2962
C 1.0579 2.4247 1.0898
C 1.3081 -0.3955 0.0122
C 0.4410 0.4733 -0.9045
C -2.9604 0.5168 2.4478
N -0.5681 0.9912 -0.0375
N -0.3849 2.0256 0.6231
N -2.3292 0.3216 1.4502
O 1.7204 2.9031 0.2541
O 1.0464 2.0196 2.2509
H -2.1703 -0.4400 -0.4055
H 1.5497 0.2563 0.8707
H 0.6201 -1.2844 0.3309
H 2.2856 -0.9027 -0.4916
H -0.1384 -0.2994 -1.5732
H 0.7903 1.3469 -1.3999
H -2.9568 0.2432 3.4222

***

2 unconnected molecules or ions with the total composition C3H5FO2S. Source: the Open Molecules 2025 dataset; level of theory: ωB97M-V/def2-TZVPD.

E_HOMO, Ha: -0.334
DFT total energy, eV: -20838.03319
Kohn-Sham gap, eV: 7.48

Cartesian coordinates (Å):
C -1.6502 -0.2698 -0.0252
C -0.8279 0.4263 -0.8214
C 0.3436 1.2992 -0.2707
O 2.6251 -1.6841 0.0527
O 0.7248 -1.3478 1.5947
F -0.9069 0.3914 -2.1479
S 2.0303 -1.9950 1.3360
H -2.4066 -1.0030 -0.3975
H -1.7965 -0.1195 1.0310
H 0.8786 1.8231 -1.0653
H 0.8799 0.4677 0.1521
H 0.1057 2.0117 0.5614

***

A molecular structure, C8H12F3KO4. Source: the Open Molecules 2025 dataset; level of theory: ωB97M-V/def2-TZVPD.

E_HOMO, Ha: -0.260
DFT total energy, eV: -41158.18409
Kohn-Sham gap, eV: 6.84

Cartesian coordinates (Å):
K 4.2516 3.4442 19.2444
C 1.9437 2.3809 16.6457
O 2.7600 1.8590 15.5649
O 2.2187 1.7425 17.7736
C 2.1610 3.9340 16.5443
F 1.7764 4.3904 15.3491
F 1.4441 4.5886 17.4785
F 3.4435 4.3347 16.7339
C 2.1319 1.5286 14.3536
C 3.2345 1.4239 13.2852
H 4.1621 0.8939 13.4816
H 2.7400 1.0240 12.3903
H 3.5418 2.4321 12.9843
H 1.4319 2.2624 13.9458
H 1.6524 0.5437 14.3897
H 0.8999 2.2079 16.3310
O 5.8168 5.8231 19.5098
C 5.3660 6.8521 19.0606
O 4.2331 6.8078 18.3574
C 3.7931 8.1653 17.9647
C 4.7355 9.1198 18.6794
C 5.9642 8.2419 19.0507
H 2.7991 8.1473 18.4130
H 3.8510 8.1690 16.8792
H 4.2846 9.5496 19.5686
H 5.0743 9.8373 17.9344
H 6.5407 8.4888 19.9308
H 6.5944 8.2146 18.1574

***

2 unconnected molecules or ions with the total composition C7H17BrN. Source: the Open Molecules 2025 dataset; level of theory: ωB97M-V/def2-TZVPD.

Charge: +1
E_HOMO (spin up / spin down), Ha: -0.483 / -0.484
DFT total energy, eV: -79055.95722
Kohn-Sham gap (spin up / spin down), eV: 6.69 / 6.74

Cartesian coordinates (Å):
C 2.4784 0.5638 0.6255
C 0.7122 1.9160 -0.7251
C -1.9080 -1.7808 0.0584
C -0.6618 -1.0023 -1.9229
C -0.8281 0.5265 2.4232
C 1.2490 0.5112 -0.3079
C -1.0286 -0.5960 -0.4797
N 0.2340 -0.3295 0.1831
Br -0.2905 -0.8900 3.4310
H 2.2707 0.9315 1.5888
H 2.8996 -0.3538 0.4839
H 3.0308 1.3388 0.2821
H -0.0631 2.4229 -0.0028
H 0.2384 1.9942 -1.6387
H 1.5322 2.7507 -0.7887
H -2.4965 -1.3387 0.9884
H -2.6873 -2.1878 -0.6285
H -1.1153 -2.5210 0.3038
H -1.5738 -1.0830 -2.6296
H 0.0430 -1.8682 -1.9945
H -0.0750 -0.2924 -2.4860
H -0.2347 1.4601 2.1693
H -1.8342 0.7689 2.3021
H 1.4909 0.0161 -1.2344
H -1.8149 0.2383 -0.6268
H 0.4328 -1.1953 0.6260

***

2 unconnected molecules or ions with the total composition C18H30N3O2. Source: the Open Molecules 2025 dataset; level of theory: ωB97M-V/def2-TZVPD.

Charge: +1
E_HOMO, Ha: -0.403
DFT total energy, eV: -27711.02181
Kohn-Sham gap, eV: 6.16

Cartesian coordinates (Å):
C -1.7718 -7.0337 0.2178
O -0.6823 -6.2197 -0.1471
C -0.6489 -4.9649 0.4761
C 0.4415 -4.1282 0.1983
C 0.5526 -2.8905 0.7710
C -0.4139 -2.4353 1.6987
C -0.2429 -1.1935 2.3432
N -0.6221 -0.9257 3.6465
C -0.3548 0.3969 4.2106
C -0.6883 -2.0093 4.6293
C -1.5212 -3.2775 1.9652
C -1.6347 -4.5008 1.3583
H -1.6574 -7.9998 -0.2731
H -1.7900 -7.1890 1.2966
H -2.7074 -6.5799 -0.1085
H 1.2074 -4.4942 -0.4626
H 1.4005 -2.2619 0.5587
H 0.4073 -0.4661 1.8885
H -0.5382 0.4128 5.2853
H 0.6867 0.6629 4.0340
H -1.0007 1.1373 3.7406
H -0.4049 -1.6621 5.6214
H -1.6932 -2.4220 4.6824
H 0.0086 -2.7948 4.3422
H -2.2989 -2.9174 2.6154
H -2.5003 -5.1082 1.5444
C 4.4550 5.0254 -3.0448
C 3.0505 4.4645 -2.8667
C 3.0437 2.9560 -2.6493
N 1.7081 2.3939 -2.6837
C 0.9746 2.2549 -1.5270
C -0.4381 1.7441 -1.6747
C -1.3141 2.6877 -2.5254
C -2.7111 2.6305 -1.8840
C -2.4603 2.2440 -0.4165
N -1.1137 1.6349 -0.3537
O 1.4277 2.5266 -0.4341
H 4.4480 6.1096 -3.1885
H 5.0790 4.8094 -2.1739
H 4.9460 4.5792 -3.9138
H 2.5415 4.9533 -2.0255
H 2.4301 4.7029 -3.7403
H 3.6655 2.4554 -3.4008
H 3.4841 2.7089 -1.6762
H 1.2667 2.3230 -3.6051
H -0.3995 0.7449 -2.1344
H -0.8993 3.7010 -2.4794
H -1.3298 2.4028 -3.5831
H -3.2440 3.5860 -1.9734
H -3.3336 1.8710 -2.3758
H -2.4658 3.1273 0.2329
H -3.2223 1.5584 -0.0252
H -1.1215 0.6693 -0.0110

***

A molecular structure, C2H2BiF. Source: the Open Molecules 2025 dataset; level of theory: ωB97M-V/def2-TZVPD.

Charge: +2
E_HOMO, Ha: -0.774
DFT total energy, eV: -10636.26517
Kohn-Sham gap, eV: 6.73

Cartesian coordinates (Å):
F -1.8779 -0.6064 -0.0708
H -0.9237 -1.2008 -0.2478
C 0.7177 -0.1508 0.1228
C -0.1112 0.7704 0.3672
H -0.5702 1.6723 -0.0195
Bi 2.7652 -0.4846 -0.1520

***

Question: Which value of DFT total energy does entry 1 give?
Answer: -13857.77534 eV

***

Question: What is the formula in the fifth record?
Answer: C18H30N3O2